1.
{"formula": "C3H8NO2", "method": "ωB97M-V with the def2-TZVPD basis set", "elements": ["O", "H", "H", "H", "C", "H", "H", "O", "H", "H", "H", "N", "C", "C"], "positions_angstrom": [[-0.968, -1.652, -0.743], [-0.131, -1.589, -0.214], [-2.245, -0.991, 0.722], [1.005, 0.016, 1.240], [1.983, 0.492, -0.400], [-1.098, 0.611, 1.442], [1.902, -0.110, -1.309], [2.950, 0.218, 0.437], [-0.968, 1.511, -0.133], [1.989, 1.591, -0.631], [-2.416, -0.237, -0.953], [0.575, 0.197, 0.338], [-0.826, 0.561, 0.384], [-1.753, -0.617, -0.181]], "de_lowest_kj_mol": 324.70, "smiles": "[O-]CNCCO", "total_charge": -1, "multiplicity": 1, "e_homo_ev": -2.73, "max_force_ev_per_a": 1.84}

2.
{"formula": "C15H39CoFN3O11P2", "method": "ωB97M-V with the def2-TZVPD basis set", "elements": ["H", "H", "H", "O", "C", "H", "H", "O", "H", "C", "O", "H", "H", "O", "H", "O", "H", "H", "O", "H", "H", "H", "H", "H", "H", "O", "H", "H", "C", "C", "N", "H", "H", "H", "H", "H", "C", "O", "C", "H", "O", "H", "H", "C", "O", "H", "Co", "C", "H", "H", "H", "C", "N", "P", "H", "C", "H", "C", "F", "H", "C", "H", "H", "H", "C", "H", "C", "C", "P", "O", "N", "H"], "positions_angstrom": [[4.162, 1.551, 4.256], [-3.505, 2.805, -3.957], [-1.916, -0.633, 7.895], [-1.654, 3.357, -3.438], [-2.314, -4.191, -2.314], [-4.410, 3.472, -1.589], [-3.543, 2.357, -0.511], [-0.771, 2.367, -1.207], [-2.320, 3.129, 4.519], [-3.699, 3.405, -0.765], [-2.535, 4.179, -1.108], [-2.228, 1.820, -4.644], [-0.017, 5.083, 0.029], [-0.271, 4.888, -2.076], [5.994, -0.291, 0.593], [-3.875, -1.305, 4.506], [-2.640, -6.991, -0.873], [2.546, 1.199, -4.947], [2.858, -0.866, -3.173], [-3.553, -5.080, -3.972], [-1.240, -5.298, -1.094], [-4.140, -3.076, 3.541], [4.189, 1.175, -5.487], [4.758, -0.879, -5.670], [-2.556, -3.722, -4.405], [-1.871, -3.146, -1.857], [-2.791, 2.748, 6.069], [3.748, 1.541, -3.778], [-3.202, -4.111, -3.617], [4.520, 1.643, 2.090], [4.385, -1.302, -4.832], [-3.400, -1.284, 7.064], [-2.364, -7.277, -2.623], [-3.195, 0.378, 7.220], [3.379, 2.900, 3.484], [3.625, -3.267, -4.833], [-3.484, -2.627, 4.287], [-3.261, 1.146, 4.698], [4.483, -2.687, -4.493], [4.558, -2.816, -3.413], [-1.838, -0.603, 5.846], [-2.499, -2.862, 3.884], [-0.897, 6.289, -0.844], [3.552, 0.909, -4.644], [-1.686, -0.370, 3.272], [5.821, 1.178, -0.431], [0.696, -0.919, 0.067], [6.224, 0.770, 0.496], [7.274, 1.003, 0.319], [6.526, 1.949, 2.188], [-3.820, -6.415, -2.022], [-0.034, 5.628, -0.915], [5.780, 1.529, 1.652], [-2.606, -0.286, 4.439], [-3.971, -3.377, -3.376], [-2.575, 2.287, -3.723], [-1.388, 1.985, 5.447], [3.571, -0.509, -4.157], [1.778, -3.534, 0.940], [5.368, -3.154, -4.925], [-2.753, -6.584, -1.877], [-4.165, 3.782, 0.146], [5.153, 2.905, 3.808], [-2.786, 1.520, -2.978], [-2.406, 2.261, 5.173], [-3.673, -3.098, 5.252], [-2.613, -0.530, 7.063], [4.297, 2.312, 3.488], [-1.245, 3.574, -1.898], [3.557, 1.192, 1.493], [-1.975, -5.340, -1.786], [0.882, 6.216, -0.975]], "total_charge": 1, "multiplicity": 4, "s2": 3.80, "e_homo_ev": [-11.74, -11.73], "max_force_ev_per_a": 3.50}

3.
{"formula": "C2H10NO", "method": "ωB97M-V with the def2-TZVPD basis set", "elements": ["H", "H", "H", "N", "C", "H", "H", "O", "H", "H", "H", "H", "H", "C"], "positions_angstrom": [[0.651, -0.739, -1.926], [0.328, -0.129, 2.116], [-0.377, 0.900, 1.205], [1.249, -0.831, -1.097], [0.113, -0.011, 0.903], [-3.351, 0.127, -0.252], [-2.849, 1.250, 0.579], [-2.586, 0.461, 0.265], [2.175, 0.461, 0.215], [1.117, -1.710, -0.620], [0.944, 1.355, -0.524], [2.240, -0.901, -1.477], [-0.844, -0.582, 0.674], [1.190, 0.350, -0.061]], "de_lowest_kj_mol": 200.68, "total_charge": 1, "multiplicity": 1, "e_homo_ev": -15.25, "max_force_ev_per_a": 5.55}